Record 1
Entry from OMol25: a structure of composition C8H16F3GaNO2 (ωB97M-V with the def2-TZVPD basis set).

Values from the calculation:
Orbital gap = 7.129 eV
Net charge = -1
Calculated total energy = -74668.041 eV

CARTESIAN COORDINATES (ANGSTROEM)
C1 3.2763 0.8495 1.6663
C2 3.2447 1.6198 0.3584
O1 4.0237 2.5361 0.1806
N1 2.2738 1.1980 -0.5542
C3 2.8176 0.2349 -1.5197
Ga1 1.2390 2.6569 -1.3743
C4 -0.6849 1.9552 -1.4533
C5 -1.3622 1.8712 -0.0666
C6 -1.8005 0.5128 0.3455
F1 -1.4538 0.0952 1.5875
C7 -2.5177 -0.3432 -0.3812
F2 -3.0036 -0.0968 -1.6031
F3 -2.8856 -1.5616 0.0394
H1 4.1819 0.2571 1.7158
H2 3.2182 1.5349 2.5016
H3 2.4260 0.1858 1.7132
H4 3.9097 0.2356 -1.4956
H5 2.5305 0.4863 -2.5341
H6 2.4975 -0.7830 -1.2875
H7 1.7467 2.8123 -2.9083
H8 1.3399 4.0340 -0.5608
H9 -1.2660 2.6030 -2.0964
H10 -0.6323 0.9599 -1.8758
H11 -0.7224 2.2550 0.7200
H12 -2.2568 2.4928 -0.0388
C8 -3.2078 -4.9889 1.7369
O2 -3.8013 -4.6319 0.4956
H13 -2.9945 -6.0547 1.7029
H14 -2.2722 -4.4466 1.8969
H15 -3.8860 -4.7921 2.5727
H16 -3.9778 -3.6877 0.5162

Atoms 1-3, force components in eV/Å:
C -0.31 -0.11 -0.16
C -0.18 -0.01 -0.19
O -0.01 -0.05 0.11

=====

Record 2
Entry from OMol25: a structure of composition C8H16F6N4O4S6Ti in a non-equilibrium geometry (ωB97M-V with the def2-TZVPD basis set).

Values from the calculation:
Orbital gap (alpha / beta) = 6.493 / 6.494 eV
Net charge = +2
Calculated total energy = -127124.636 eV

CARTESIAN COORDINATES (ANGSTROEM)
Ti1 0.5113 0.9811 -0.1283
S1 0.0159 1.6293 2.1778
S2 0.4072 3.6301 2.3823
S3 -0.3886 4.2934 0.6115
S4 0.8125 3.2574 -0.7190
N1 -1.8006 -1.3701 2.8709
C1 -1.7255 -0.9349 1.4344
C2 -2.7936 0.1246 1.1835
C3 -2.7479 0.6364 -0.2583
N2 -1.5370 1.4863 -0.5040
C4 -2.8100 -0.5283 -1.2394
C5 -1.7091 -1.5489 -0.9729
N3 -0.3956 -0.8948 -1.2074
C6 -1.8031 -2.0971 0.4586
H1 -1.6692 -0.5487 3.4739
H2 -1.0649 -2.0421 3.1037
H3 -2.7039 -1.7953 3.0909
H4 -0.7316 -0.4967 1.3324
H5 -2.6442 0.9610 1.8684
H6 -3.7882 -0.2965 1.3562
H7 -3.6265 1.2635 -0.4141
H8 -1.6659 2.3749 -0.0049
H9 -1.5463 1.7528 -1.4901
H10 -2.7449 -0.1633 -2.2684
H11 -3.7813 -1.0146 -1.1415
H12 -1.8332 -2.3877 -1.6597
H13 -0.3495 -0.6405 -2.1931
H14 0.3471 -1.5799 -1.0801
H15 -0.9825 -2.7992 0.6375
H16 -2.7428 -2.6448 0.5584
F1 4.8570 0.8992 1.3318
C7 3.6042 0.6504 1.5413
F2 3.3492 0.4883 2.8190
F3 2.8308 1.6675 1.0591
S5 2.9333 -0.8455 0.6309
O1 1.4765 -0.4646 0.7267
O2 3.2378 -2.0508 1.2913
N4 3.3708 -0.7869 -0.8607
S6 3.1160 0.5127 -1.7220
O3 1.6418 0.8047 -1.6708
O4 3.9447 1.6205 -1.4418
C8 3.2831 -0.1609 -3.4604
F4 3.2588 0.8519 -4.2863
F5 4.3783 -0.8528 -3.5767
F6 2.2094 -0.9412 -3.6404

Atoms 1-3, force components in eV/Å:
Ti -2.05 1.46 0.49
S 0.19 -0.17 -0.20
S -0.06 0.28 -0.13

=====

Record 3
Entry from OMol25: a cluster of 2 separate species, C8H16N2 in total in a non-equilibrium geometry (ωB97M-V with the def2-TZVPD basis set).

Values from the calculation:
Orbital gap = 9.423 eV
SMILES = CCc1c[nH]cn1.CCC
Calculated total energy = -11535.082 eV

CARTESIAN COORDINATES (ANGSTROEM)
C1 1.0194 -1.6484 -0.8969
C2 -0.1872 -2.4434 -1.4685
C3 0.7992 -1.0767 0.4502
C4 1.3783 0.0125 1.0333
C5 0.1458 -1.0549 2.5048
N1 0.0316 -1.7295 1.3920
N2 1.0517 -0.0132 2.3580
H1 1.9743 -2.1551 -1.0222
H2 1.1439 -0.8093 -1.5954
H3 -0.6799 -3.0663 -0.7249
H4 2.0936 0.7082 0.6274
H5 -0.5136 -1.1446 3.3478
H6 0.8691 0.7520 2.9840
H7 0.1384 -3.2144 -2.1703
H8 -0.8243 -1.6741 -1.8901
C6 -1.2492 2.8114 -1.6307
C7 -1.8774 1.5178 -2.1173
C8 -0.4497 2.6228 -0.3794
H9 -0.7002 3.2480 -2.4794
H10 -2.0269 3.5911 -1.6247
H11 -2.8167 1.6260 -2.6636
H12 0.2396 1.7912 -0.4948
H13 0.1902 3.4505 -0.0480
H14 -2.1156 0.7989 -1.3279
H15 -1.1800 0.9772 -2.7592
H16 -1.1150 2.5105 0.4812

Atoms 1-3, force components in eV/Å:
C -0.38 0.36 -1.44
C 1.00 -0.32 0.63
C 0.36 -0.37 0.95

=====

Record 4
Entry from OMol25: a structure of composition C8H16N2O3 in a non-equilibrium geometry (ωB97M-V with the def2-TZVPD basis set).

Values from the calculation:
Orbital gap = 9.787 eV
Calculated total energy = -17670.532 eV

CARTESIAN COORDINATES (ANGSTROEM)
C1 0.3000 0.3642 -0.5626
C2 -0.4057 1.5941 -0.0177
C3 1.2232 0.0059 0.5326
C4 0.3334 -0.2944 1.8578
C5 2.1817 -1.3172 0.2635
C6 3.4106 -0.9950 -0.5776
C7 -2.6029 0.5406 -0.7468
C8 -3.5789 -0.6500 -0.1055
H1 1.1869 1.6071 -1.9314
H2 0.2787 0.1412 -2.6882
H3 -0.3767 -0.4252 -0.7799
H4 1.8045 0.7745 0.9847
H5 -0.2382 -1.2366 1.9849
H6 -0.7098 0.6092 1.6341
H7 0.9339 0.0787 2.8976
H8 1.3925 -2.1994 -0.1477
H9 2.2679 -1.5522 1.3929
H10 3.1546 -1.0012 -1.7633
H11 4.4943 -1.8376 0.0308
H12 3.8323 0.2968 -0.4308
H13 -2.1011 2.3462 0.5856
H14 -3.4981 1.1657 -1.2343
H15 -2.0714 -0.2084 -1.5197
H16 -2.7965 -0.1939 1.3354
N1 0.9887 0.5144 -1.8248
N2 -1.7264 1.4981 -0.1242
O1 -0.0101 2.5027 0.7792
O2 -4.2302 -1.2248 -0.9869
O3 -3.4368 -0.9034 1.1623

Atoms 1-3, force components in eV/Å:
C 1.52 1.26 -0.27
C 0.03 1.30 2.18
C 0.12 -4.19 2.69

=====

Record 5
Entry from OMol25: an isolated molecule of C8H16N2O3 in a non-equilibrium geometry (ωB97M-V with the def2-TZVPD basis set).

Values from the calculation:
Orbital gap = 9.310 eV
SMILES = CC[C@H](C)[C@H](N)C(=O)NCC(=O)O
Calculated total energy = -17678.380 eV

CARTESIAN COORDINATES (ANGSTROEM)
C1 -0.5105 -0.9687 -0.2276
C2 0.1770 -0.5500 -1.5433
C3 -1.2311 0.2414 0.4164
C4 -2.0266 1.0813 -0.6286
C5 -2.1779 -0.1828 1.5339
C6 -2.7023 0.9857 2.3311
C7 2.5856 -0.3315 -0.7039
C8 3.8458 0.1520 -1.4669
H1 1.0085 -1.0803 1.0152
H2 0.7865 -2.3838 0.1454
H3 -1.3067 -1.6564 -0.5522
H4 -0.4019 0.8332 0.8532
H5 -2.8420 0.4298 -0.9778
H6 -2.4125 1.9951 -0.2049
H7 -1.3417 1.3875 -1.4116
H8 -1.6978 -0.9097 2.1839
H9 -2.9829 -0.7579 1.0531
H10 -1.8824 1.4659 2.8844
H11 -3.5043 0.6762 3.0241
H12 -3.0605 1.7967 1.6572
H13 1.6624 0.2455 -2.5018
H14 2.6879 -1.4054 -0.5648
H15 2.4986 0.1532 0.2547
H16 4.7605 0.2745 0.2529
N1 0.3311 -1.6847 0.6676
N2 1.4623 -0.1441 -1.5920
O1 -0.4909 -0.5453 -2.5713
O2 3.8691 0.3403 -2.6485
O3 4.8964 0.5423 -0.6779

Atoms 1-3, force components in eV/Å:
C -1.30 0.31 -1.29
C -1.65 -0.52 -0.17
C 0.45 0.47 -0.10

=====

Record 6
Entry from OMol25: a cluster of 3 separate species, C8H16N2O4S in total in a non-equilibrium geometry (ωB97M-V with the def2-TZVPD basis set).

Values from the calculation:
Orbital gap = 8.172 eV
Calculated total energy = -30553.226 eV

CARTESIAN COORDINATES (ANGSTROEM)
C1 -2.6296 -0.0540 0.7112
C2 -1.2592 0.4189 0.9239
C3 -2.6761 -1.4294 0.1581
C4 0.8727 1.0715 0.0820
C5 1.3096 2.4796 -0.1366
C6 1.6367 0.2430 -0.9484
C7 1.2727 -1.2158 -1.2355
C8 3.0440 -2.4317 0.7405
H1 -3.9363 1.4921 0.1005
H2 -3.1602 0.8888 -1.2202
H3 -2.8751 0.1808 1.8987
H4 -3.7982 -1.8509 0.2234
H5 -2.1397 -2.3332 0.6053
H6 -1.7440 -2.7796 -1.4784
H7 -0.8237 0.5784 -1.2365
H8 0.8705 0.7588 1.1471
H9 1.5489 0.5957 -1.9489
H10 2.6614 0.3985 -1.0122
H11 0.2252 -1.3319 -1.4262
H12 1.7558 -1.5547 -2.2217
H13 3.0899 -2.5214 1.8897
H14 3.8455 -3.6316 0.3733
H15 3.7223 -1.4128 0.4674
H16 -0.3260 2.9485 -0.4746
N1 -3.5219 0.5917 -0.3799
N2 -0.6097 0.8576 -0.1712
O1 -0.8123 0.6001 2.0392
O2 -2.4063 -1.5040 -1.3987
O3 2.5081 2.6726 -0.0403
O4 0.5742 3.3973 -0.2872
S1 1.3544 -2.2745 0.2436

Atoms 1-3, force components in eV/Å:
C -1.51 0.69 0.17
C -0.08 1.52 -0.81
C -2.60 -5.46 -1.10

=====

Record 7
Entry from OMol25: the ion C8H16N4O2 with charge +2 in a non-equilibrium geometry (ωB97M-V with the def2-TZVPD basis set).

Values from the calculation:
Orbital gap = 10.679 eV
SMILES = CN1C(O)=[N+](C)[C@H]2[C@@H]1N(C)C(O)=[N+]2C
Net charge = +2
Calculated total energy = -18593.268 eV

CARTESIAN COORDINATES (ANGSTROEM)
C1 -1.7433 0.6094 -0.3924
C2 1.4889 -0.6586 0.9457
C3 -0.0920 -1.0470 -0.7144
C4 0.6518 0.3404 -0.8719
C5 -2.4811 -1.7825 -0.6495
C6 0.2524 -2.6807 1.3189
C7 -0.5112 2.8404 -0.6265
C8 2.7452 1.2860 0.1642
N1 -1.4891 -0.7042 -0.6536
N2 0.4636 -1.4335 0.5939
N3 -0.6331 1.3920 -0.5374
N4 1.5657 0.4602 0.2051
O1 -2.9220 0.9946 -0.0129
O2 2.1211 -0.8641 2.0356
H1 0.2381 -1.5627 -1.5722
H2 1.1037 0.7265 -1.7131
H3 -2.0490 -2.5788 -1.1053
H4 -2.8131 -2.0842 0.3207
H5 -3.5371 -1.3748 -1.0243
H6 1.1843 -3.0405 1.6573
H7 -0.3561 -2.4746 2.1259
H8 -0.2648 -3.4417 0.7463
H9 -1.3814 3.2172 -0.9269
H10 0.2531 3.1560 -1.3339
H11 -0.3175 3.1296 0.4322
H12 3.0391 1.5224 -0.9919
H13 3.6567 0.7764 0.5713
H14 2.5200 2.2740 0.6395
H15 -2.8146 1.9767 -0.0693
H16 2.7437 -0.0952 2.1584

Atoms 1-3, force components in eV/Å:
C 3.13 -0.87 -0.69
C -2.62 0.65 -0.26
C 0.94 3.61 1.00

=====

Record 8
Entry from OMol25: a cluster of 2 separate species, C8H16NO6S in total in a non-equilibrium geometry (ωB97M-V with the def2-TZVPD basis set).

Values from the calculation:
Orbital gap = 10.932 eV
Net charge = +1
Calculated total energy = -33158.149 eV

CARTESIAN COORDINATES (ANGSTROEM)
C1 1.6930 0.6990 1.2594
S1 0.6478 2.0844 1.5824
O1 1.2243 3.2595 1.0390
O2 0.3526 2.1615 2.9847
C2 -0.9386 1.8847 0.7257
C3 -1.0564 0.7127 -0.2175
O3 -0.9509 -0.5213 0.4365
C4 -1.8471 -0.7239 1.5080
C5 -1.9959 0.4602 2.4595
N1 -2.0514 1.7594 1.7284
H1 1.6965 0.5200 0.1920
H2 1.3335 -0.1636 1.7987
H3 2.6787 0.9889 1.5941
H4 -1.0918 2.8083 0.1811
H5 -0.2616 0.7749 -0.9563
H6 -2.0120 0.8122 -0.7440
H7 -1.4277 -1.5301 2.0954
H8 -2.8268 -1.0673 1.1734
H9 -2.9216 0.3680 3.0123
H10 -1.2047 0.4647 3.1925
H11 -2.0403 2.5648 2.3600
H12 -2.9170 1.7609 1.1834
C6 1.8875 -2.4409 -3.6981
C7 1.4480 -2.8128 -2.2966
O4 1.5205 -1.5467 -1.6163
C8 1.4139 -0.5708 -2.5398
O5 1.2757 0.5892 -2.2761
O6 1.4865 -1.0626 -3.7812
H13 1.4023 -3.0255 -4.4733
H14 2.9680 -2.4976 -3.8295
H15 0.4183 -3.1697 -2.2594
H16 2.0964 -3.5405 -1.8185

Atoms 1-3, force components in eV/Å:
C -0.62 -0.01 -0.30
S 1.16 0.69 1.00
O 0.32 0.50 -1.21

=====

Q: Which value of calculated total energy does entry 6 give?
A: -30553.226 eV